# 1
Computed, not measured: 8 unconnected molecules or ions with the total composition C24H64O8 at a distorted geometry, with the ωB97M-V functional and the def2-TZVPD basis.

Element x y z (Å)
C  -4.4238  3.4438  0.2054
C  -2.9089  3.5247  0.2303
C  -2.2739  2.1490  0.2903
O  -2.4274  4.1958  -0.9544
H  -4.8146  3.0636  1.1493
H  -4.7570  2.7509  -0.5755
H  -4.8605  4.4163  -0.0255
H  -2.5764  4.1548  1.0542
H  -1.1969  2.2871  0.2999
H  -2.5881  1.5959  -0.6002
H  -2.6017  1.5391  1.1325
H  -2.9194  3.8669  -1.7131
C  -0.7946  -4.6679  2.1732
C  -0.8513  -5.2727  3.5530
C  -0.0131  -6.5361  3.6628
O  -0.4041  -4.3137  4.5349
H  -1.4858  -3.8386  2.0157
H  -0.9600  -5.4028  1.3794
H  0.1964  -4.2528  1.9582
H  -1.8654  -5.4806  3.8956
H  -0.3906  -7.3260  3.0101
H  0.0228  -6.8929  4.6904
H  1.0212  -6.3269  3.3663
H  0.4122  -3.9054  4.2269
C  -3.9514  1.1270  4.0150
C  -2.4986  0.8097  3.6982
C  -1.7495  0.4146  4.9676
O  -2.5119  -0.2782  2.7890
H  -4.4274  0.2009  4.3562
H  -4.4946  1.4107  3.1094
H  -4.0901  1.8895  4.7785
H  -2.0754  1.7227  3.2556
H  -1.7821  1.2234  5.6969
H  -0.7000  0.2373  4.7089
H  -2.1451  -0.5313  5.3302
H  -1.6636  -0.2750  2.3199
C  1.4439  0.8657  -0.3137
C  0.3453  -0.0698  0.1393
C  0.6800  -1.5206  -0.0022
O  0.0155  0.1859  1.5155
H  1.7598  0.6907  -1.3446
H  2.3339  0.7861  0.3174
H  1.0955  1.8985  -0.2506
H  -0.5498  0.1670  -0.4543
H  0.9127  -1.8081  -1.0301
H  -0.1471  -2.1805  0.2805
H  1.5233  -1.8302  0.6217
H  0.0026  1.1456  1.6287
C  -0.6096  -0.8790  -5.7707
C  -0.3823  -0.7414  -4.2786
C  -1.2958  -1.6379  -3.4854
O  0.9741  -1.0389  -3.9200
H  -1.6594  -0.8229  -6.0504
H  -0.2281  -1.8487  -6.1213
H  -0.0578  -0.1345  -6.3523
H  -0.5691  0.3080  -4.0090
H  -1.1553  -1.5858  -2.4046
H  -1.0863  -2.6859  -3.7394
H  -2.3579  -1.5023  -3.6919
H  1.4951  -1.0830  -4.7263
C  0.9889  4.1925  3.6344
C  1.1759  4.5644  2.1821
C  2.6190  4.5444  1.7309
O  0.3663  3.6858  1.3862
H  1.1584  3.1293  3.8182
H  -0.0197  4.4539  3.9533
H  1.7032  4.7484  4.2426
H  0.7699  5.5796  2.0811
H  2.6694  4.6791  0.6440
H  3.0917  3.5914  1.9666
H  3.1778  5.3894  2.1340
H  0.1227  4.1363  0.5697
C  1.5431  -4.8764  -0.5383
C  2.6920  -5.1028  -1.4851
C  3.3294  -3.8135  -1.9252
O  3.6921  -5.9366  -0.8742
H  0.8086  -4.1940  -0.9722
H  1.9117  -4.4224  0.3850
H  1.0256  -5.7931  -0.2528
H  2.3197  -5.6313  -2.3736
H  3.4176  -3.1110  -1.0934
H  2.7288  -3.3427  -2.7049
H  4.3244  -4.0083  -2.3235
H  3.4507  -6.8546  -1.0223
C  2.0105  2.4855  -5.1217
C  1.5645  3.1066  -3.8056
C  2.7871  3.7211  -3.1052
O  0.6491  4.1678  -4.1117
H  1.2052  2.5172  -5.8570
H  2.3363  1.4562  -4.9632
H  2.8635  3.0155  -5.5491
H  1.0753  2.3843  -3.1482
H  3.6822  3.0959  -3.1191
H  2.6074  3.8985  -2.0372
H  2.9848  4.6749  -3.5905
H  0.2343  4.4680  -3.2974

## Properties
SMILES: CC(C)O.CC(C)O.CC(C)O.CC(C)O.CC(C)O.CC(C)O.CC(C)O.CC(C)O
HOMO-LUMO gap, eV: 10.22
Total charge: 0
Energy above the lowest of the compared OMol25 structures with the same formula, charge and spin, kJ/mol: 78.1
LUMO energy, hartree: 0.0184



# 2
Computed, not measured: 11 unconnected molecules or ions with the total composition C24H65BrF2N3O16P2 at a distorted geometry, with the ωB97M-V functional and the def2-TZVPD basis.

Element x y z (Å)
C  1.6061  1.3847  2.4465
C  0.4609  0.7535  3.2449
P  0.0142  -0.9091  2.5870
C  -1.2712  -1.4601  3.7494
C  -1.7518  -2.8826  3.4251
N  -0.8544  -0.5119  1.0417
C  -1.9522  0.1155  0.7874
C  -2.8756  0.6853  1.8238
O  -3.7198  -0.3885  2.1732
C  -5.0429  0.0079  2.5554
O  -5.0259  1.2032  3.2616
C  -5.7500  2.2703  2.6171
C  -5.4240  3.5844  3.3464
O  -4.9943  4.5854  2.4153
C  -2.2067  0.2443  -0.6860
C  -0.7894  -0.0097  -1.2636
N  -0.1047  1.3052  -1.2739
C  1.2430  1.2474  -1.7608
O  1.6366  0.7454  -2.7467
F  2.0569  1.9005  -0.9351
C  -0.8556  2.2119  -2.1098
O  -1.1487  2.0445  -3.2332
F  -1.2099  3.2823  -1.4232
C  -0.2926  -1.0480  -0.2436
N  -1.0823  -2.2617  -0.5183
P  1.4399  -1.8591  -0.1805
O  2.5590  -0.6735  -0.0069
Br  1.6374  -2.3868  -2.3520
H  1.7353  2.4353  2.6967
H  2.5287  0.8289  2.6088
H  1.3860  1.3206  1.3828
H  0.7239  0.6251  4.2930
H  -0.4146  1.4027  3.1539
H  -0.7353  -1.4839  4.7035
H  -2.1001  -0.7654  3.8806
H  -2.6357  -3.1347  4.0061
H  -0.9687  -3.5860  3.7154
H  -1.9307  -3.0322  2.3604
H  -3.4187  1.5052  1.3482
H  -2.3272  1.0871  2.6778
H  -5.6601  0.0598  1.6524
H  -5.4196  -0.7925  3.1945
H  -5.4239  2.3728  1.5772
H  -6.8179  2.0649  2.6390
H  -4.6064  3.3836  4.0404
H  -6.3140  3.9308  3.8601
H  -4.0372  4.5035  2.3368
H  -2.9665  -0.4365  -1.0630
H  -2.6117  1.2512  -0.8347
H  -0.8893  -0.4010  -2.2791
H  -1.0687  -2.4877  -1.5061
H  -0.7208  -3.0534  0.0104
H  3.0772  -0.5789  -0.8240
C  3.8424  -1.6741  4.2825
O  2.4986  -1.9803  4.6623
H  3.9393  -1.8891  3.2219
H  4.0735  -0.6192  4.4560
H  4.5569  -2.2926  4.8271
H  2.4135  -1.8104  5.6054
C  5.9964  1.9613  -0.9324
O  5.0565  2.9382  -1.3606
H  6.9887  2.3548  -1.1339
H  5.9117  1.7680  0.1419
H  5.8777  1.0217  -1.4830
H  4.1760  2.5974  -1.1857
C  -6.4375  5.8740  -0.8167
O  -5.0926  5.9940  -0.3647
H  -6.5069  6.3901  -1.7708
H  -6.7156  4.8270  -0.9626
H  -7.1322  6.3376  -0.1120
H  -5.0292  5.5296  0.4748
C  5.3034  -2.6558  0.4263
O  6.0207  -1.7300  1.2433
H  5.7513  -3.6351  0.5551
H  4.2542  -2.7088  0.7276
H  5.3703  -2.3768  -0.6306
H  5.6285  -0.8601  1.1258
C  1.5989  -5.2160  -5.0642
O  1.3464  -6.4225  -4.3560
H  1.6061  -4.4210  -4.3215
H  2.5708  -5.2385  -5.5614
H  0.8153  -5.0109  -5.7988
H  1.3353  -7.1474  -4.9878
C  -3.4484  4.5284  -2.8864
O  -4.3087  3.4130  -3.1301
H  -3.7498  4.9676  -1.9390
H  -2.4050  4.2043  -2.8236
H  -3.5463  5.2823  -3.6707
H  -4.0613  3.0258  -3.9745
C  -9.1601  4.8351  3.3651
O  -8.6123  3.5675  2.9959
H  -8.3273  5.5226  3.4919
H  -9.8188  5.2208  2.5852
H  -9.7108  4.7677  4.3051
H  -9.3461  2.9566  2.8786
C  4.4517  -2.4112  -4.5643
O  4.5633  -3.7284  -4.0293
H  4.0903  -1.7720  -3.7629
H  5.4245  -2.0465  -4.9012
H  3.7415  -2.3808  -5.3958
H  4.9015  -4.3036  -4.7221
C  8.0648  -1.4764  -3.5688
O  8.2128  -2.1425  -4.8173
H  7.0587  -1.6898  -3.2136
H  8.7806  -1.8446  -2.8303
H  8.1801  -0.3950  -3.6826
H  9.0985  -1.9684  -5.1484
C  4.4115  -6.2536  -1.3726
O  3.7632  -5.0722  -0.9100
H  4.8735  -6.7287  -0.5104
H  3.6958  -6.9473  -1.8194
H  5.1869  -6.0137  -2.1043
H  3.3572  -4.6532  -1.6757

## Properties
HOMO-LUMO gap, eV: 7.93
Total charge: +1
LUMO energy, hartree: -0.1405